1:
DFT (ωB97M-V with the def2-TZVPD basis set) results for C4H5N in the gas phase.

```
10
Properties=species:S:1:pos:R:3:mulliken_charge:R:1
N 2.100 -0.102 -1.747 -0.431
C -1.079 -0.024 -0.884 -0.808
C 0.071 0.038 -0.222 0.544
C 1.206 0.015 -1.015 0.242
C 0.235 0.000 1.287 -0.891
H 1.084 0.718 1.727 0.295
H -2.072 0.115 -0.444 0.264
H -0.755 0.428 1.741 0.282
H 0.411 -1.145 1.567 0.229
H -1.201 -0.044 -2.009 0.274
```

Properties
LUMO in eV: 0.45
SMILES: C=C(C)C#N
Charge: 0
E_HOMO in eV: -10.163
Spin multiplicity: 1

---

2:
DFT (ωB97M-V with the def2-TZVPD basis set) results for C4H5N in the gas phase.

```
10
Properties=species:S:1:pos:R:3:mulliken_charge:R:1
N 0.962 0.536 -0.205 -0.034
C -0.443 -1.101 0.292 -0.527
C 0.876 -0.743 0.085 -0.308
C -1.246 0.098 0.074 -0.488
C -0.330 1.164 -0.225 -0.473
H 1.679 -1.474 0.280 0.310
H -0.767 -2.050 0.450 0.473
H 1.899 0.879 -0.278 0.213
H -2.257 0.160 -0.035 0.460
H -0.427 2.221 -0.343 0.373
```

Properties
LUMO in eV: 1.09
SMILES: c1cc[nH]c1
Charge: 0
E_HOMO in eV: -8.206
Spin multiplicity: 1

---

Decreasing stability: 2, 1

---

1:
DFT (ωB97M-V with the def2-TZVPD basis set) results for C2H3NS3 in the gas phase.

```
9
Properties=species:S:1:pos:R:3:mulliken_charge:R:1
S 0.714 2.032 0.885 -0.269
S -0.682 -2.242 0.543 -0.198
S -1.045 0.691 0.005 0.177
N -1.544 -0.822 0.472 -0.208
C 0.466 0.195 -0.779 -0.397
C 1.400 0.968 -0.289 -0.134
H 0.543 -0.745 -1.308 0.453
H -2.347 -1.007 1.011 0.273
H 2.495 0.930 -0.541 0.303
```

Properties
LUMO (spin up / spin down) in eV: -1.26 / -1.31
Charge: 0
E_HOMO (spin up / spin down) in eV: -8.400 / -7.792
Spin multiplicity: 1

---

2:
DFT (ωB97M-V with the def2-TZVPD basis set) results for 2 unconnected molecules or ions with the total composition C2H3NS3.

```
9
Properties=species:S:1:pos:R:3:mulliken_charge:R:1
S -0.107 1.167 1.806 -0.129
S -0.669 -1.364 0.634 -0.132
S 0.883 -1.060 -2.737 -0.325
N 0.241 1.158 -1.264 -0.289
C 0.216 -0.515 1.867 -0.056
C 0.531 0.150 -1.827 0.312
H -0.811 1.366 0.745 0.115
H -0.582 -2.602 1.223 0.182
H 0.298 1.700 -0.446 0.322
```

Properties
LUMO in eV: -0.51
Charge: 0
E_HOMO in eV: -9.487
Spin multiplicity: 1

---

3:
DFT (ωB97M-V with the def2-TZVPD basis set) results for 2 unconnected molecules or ions with the total composition C2H3NS3.

```
9
Properties=species:S:1:pos:R:3:mulliken_charge:R:1
S -2.421 -1.221 -0.272 -0.177
S 0.983 1.486 0.014 -0.248
S 1.656 -1.369 0.655 -0.090
N -1.973 0.170 0.318 -0.117
C -1.813 1.291 0.649 0.004
C 1.390 0.041 -0.527 -0.125
H 2.212 -2.165 -0.215 0.131
H -1.132 2.096 0.934 0.301
H 1.099 -0.329 -1.556 0.321
```

Properties
LUMO in eV: -0.93
SMILES: C#[N+][S-].S=CS
Charge: 0
E_HOMO in eV: -8.711
Spin multiplicity: 1

---

Decreasing stability: 2, 3, 1

---

1:
DFT (ωB97M-V with the def2-TZVPD basis set) results for 2 unconnected molecules or ions with the total composition C4H14NO.

```
20
Properties=species:S:1:pos:R:3:mulliken_charge:R:1
O -1.479 1.384 -1.604 -0.616
N 0.037 -0.337 -0.325 -0.062
C 1.376 -0.087 0.327 -0.539
C -0.772 -1.347 0.425 -0.460
C -1.001 -0.929 1.888 -1.159
C 2.160 0.967 -0.400 -1.227
H 1.269 0.104 1.398 0.317
H -2.310 1.176 -2.075 0.284
H 1.735 1.972 -0.198 0.338
H -1.745 -1.610 2.293 0.378
H -1.490 0.045 1.919 0.338
H -0.146 -0.893 2.588 0.367
H -0.278 -2.316 0.501 0.325
H -1.237 2.251 -1.953 0.301
H -1.727 -1.574 -0.032 0.392
H 2.436 0.820 -1.434 0.360
H 1.904 -1.020 0.534 0.472
H 3.122 1.078 0.133 0.382
H -0.509 0.551 -0.346 0.470
H 0.295 -0.666 -1.253 0.339
```

Properties
LUMO in eV: -2.96
Charge: +1
E_HOMO in eV: -16.259
Spin multiplicity: 1

---

2:
DFT (ωB97M-V with the def2-TZVPD basis set) results for 2 unconnected molecules or ions with the total composition C4H14NO.

```
20
Properties=species:S:1:pos:R:3:mulliken_charge:R:1
O -1.444 -2.025 -1.874 -0.596
N 0.649 -1.251 -0.189 -0.321
C -0.324 0.811 -1.335 -1.378
C -0.101 0.526 1.337 -0.491
C 0.408 0.293 -0.130 0.243
C 0.784 1.442 2.144 -1.320
H -0.060 1.860 -1.450 0.402
H 0.529 1.448 3.208 0.388
H -1.701 -2.725 -2.497 0.305
H 0.006 0.298 -2.244 0.432
H 1.148 -1.398 -1.068 0.347
H -1.120 0.909 1.320 0.312
H 1.431 0.673 -0.039 0.345
H -2.258 -1.528 -2.034 0.309
H 0.711 2.457 1.763 0.346
H -0.244 -1.737 -0.124 0.328
H 1.372 -1.372 0.518 0.368
H -0.237 -0.476 1.795 0.367
H -1.396 0.628 -1.313 0.260
H 1.844 1.167 2.212 0.356
```

Properties
LUMO in eV: -3.17
Charge: +1
E_HOMO in eV: -15.747
Spin multiplicity: 1

---

Decreasing stability: 1, 2

---

1:
DFT (ωB97M-V with the def2-TZVPD basis set) results for C6H13N in the gas phase.

```
20
Properties=species:S:1:pos:R:3:mulliken_charge:R:1
N 2.007 0.350 -1.857 -0.552
C 0.148 -0.830 -0.748 -0.457
C 1.608 -0.334 -0.603 -0.648
C -1.227 0.393 1.880 -0.108
C -0.928 1.130 0.619 -0.474
C -0.857 0.315 -0.680 -0.945
C -1.360 -0.942 2.011 -0.942
H -1.864 0.066 -1.037 0.350
H 2.279 -1.179 -0.460 0.340
H 0.018 -1.265 -1.741 0.300
H -1.884 -1.441 1.198 0.281
H 0.092 -1.650 -0.031 0.351
H 2.564 -0.277 -2.423 0.209
H 1.789 0.302 0.254 0.363
H -1.752 1.854 0.462 0.329
H -0.436 0.928 -1.483 0.436
H -0.041 1.761 0.594 0.317
H 2.570 1.177 -1.724 0.191
H -1.122 0.996 2.784 0.330
H -1.604 -1.354 2.985 0.328
```

Properties
LUMO in eV: 1.11
SMILES: C=CCCCCN
Charge: 0
E_HOMO in eV: -9.213
Spin multiplicity: 1

---

2:
DFT (ωB97M-V with the def2-TZVPD basis set) results for C6H13N in the gas phase.

```
20
Properties=species:S:1:pos:R:3:mulliken_charge:R:1
N 1.294 2.325 -0.348 -0.597
C 0.451 -0.581 -0.058 0.626
C 0.257 0.473 0.997 -0.597
C 0.141 1.908 0.417 -0.782
C 1.526 -1.363 0.000 -1.072
C -1.929 -1.384 -0.187 -1.236
C -0.713 -0.912 -0.950 -0.482
H 1.626 -2.207 -0.677 0.285
H -0.342 -1.668 -1.636 0.411
H -2.804 -0.756 -0.152 0.355
H -2.356 -2.347 -0.472 0.340
H -1.780 -1.549 0.873 0.332
H -0.732 1.952 -0.235 0.339
H 2.187 2.094 0.072 0.256
H -0.657 0.274 1.560 0.270
H 1.304 1.818 -1.227 0.289
H -0.942 -0.011 -1.522 0.251
H -0.025 2.544 1.279 0.344
H 1.087 0.486 1.694 0.383
H 2.406 -1.096 0.570 0.285
```

Properties
LUMO in eV: 1.04
SMILES: C=C(CC)CCN
Charge: 0
E_HOMO in eV: -9.069
Spin multiplicity: 1

---

Decreasing stability: 2, 1

---

1:
DFT (ωB97M-V with the def2-TZVPD basis set) results for 2 unconnected molecules or ions with the total composition C6H13N.

```
20
Properties=species:S:1:pos:R:3:mulliken_charge:R:1
N 0.564 0.174 0.205 0.180
C 2.214 1.182 1.887 -1.295
C -1.247 0.264 -1.424 -0.136
C 1.494 -0.015 1.307 0.163
C -2.591 -0.466 -1.509 -1.124
C -0.701 0.363 -0.031 -0.476
C 1.676 -0.529 -0.072 -0.635
H 2.420 -0.319 -0.829 0.209
H 3.125 0.823 2.381 0.356
H 0.260 -2.055 -0.071 0.031
H -0.493 -2.022 0.074 -0.063
H 1.622 1.723 2.634 0.305
H -1.319 0.678 0.803 0.365
H 1.138 -0.734 2.055 0.341
H -2.975 -0.433 -2.535 0.336
H -2.488 -1.516 -1.218 0.311
H -3.345 -0.008 -0.858 0.299
H 2.513 1.874 1.094 0.332
H -0.505 -0.255 -2.044 0.222
H -1.361 1.272 -1.848 0.281
```

Properties
LUMO in eV: 1.16
Charge: 0
E_HOMO in eV: -7.151
Spin multiplicity: 1

---

2:
DFT (ωB97M-V with the def2-TZVPD basis set) results for C6H13N in the gas phase.

```
20
Properties=species:S:1:pos:R:3:mulliken_charge:R:1
N -0.808 0.058 -0.856 -0.255
C 1.381 -0.774 -0.160 -0.238
C 0.563 0.449 -0.571 -0.506
C -1.735 0.335 0.194 -0.148
C 2.869 -0.458 -0.061 -1.233
C -1.814 1.065 -1.115 -0.216
C -2.115 -0.653 1.278 -1.180
H -2.531 0.974 -1.919 0.266
H -2.329 -1.693 1.037 0.335
H 1.208 -1.564 -0.900 0.298
H -1.431 2.089 -0.982 0.252
H -1.213 -0.647 1.916 0.268
H 3.253 -0.110 -1.027 0.319
H 3.448 -1.340 0.232 0.351
H 0.567 1.191 0.250 0.307
H 1.010 -1.164 0.798 0.178
H -1.487 1.218 0.775 0.192
H -2.916 -0.227 1.885 0.332
H 1.015 0.923 -1.449 0.357
H 3.064 0.330 0.676 0.321
```

Properties
LUMO in eV: 1.17
SMILES: CCCN1C[C@H]1C
Charge: 0
E_HOMO in eV: -9.397
Spin multiplicity: 1

---

3:
DFT (ωB97M-V with the def2-TZVPD basis set) results for C6H13N in the gas phase.

```
20
Properties=species:S:1:pos:R:3:mulliken_charge:R:1
N -2.239 0.224 -0.082 -0.720
C -0.763 1.645 -1.528 -1.458
C -0.907 0.757 -0.301 0.694
C 0.141 0.255 0.360 0.466
C 0.025 -0.936 1.272 -0.450
C 0.953 -2.046 0.759 -1.229
C 1.500 0.859 0.158 -1.648
H -2.832 0.537 -0.844 0.278
H 2.095 0.857 1.069 0.408
H -0.988 -1.311 1.311 0.365
H 0.723 -3.006 1.237 0.392
H -0.120 1.120 -2.218 0.292
H 2.109 0.284 -0.554 0.291
H -0.330 2.612 -1.247 0.319
H 0.356 -0.692 2.280 0.287
H 2.003 -1.904 1.022 0.284
H 1.422 1.882 -0.198 0.382
H -2.200 -0.775 -0.286 0.246
H -1.747 1.877 -1.917 0.441
H 0.798 -2.239 -0.293 0.359
```

Properties
LUMO in eV: 0.95
SMILES: CC/C(C)=C(/C)N
Charge: 0
E_HOMO in eV: -7.938
Spin multiplicity: 1

---

Decreasing stability: 3, 2, 1